Entry 1:
C36H41CrN4OP2S as an isolated structure, computed with the ωB97M-V functional and the def2-TZVPD basis.

relative energy (zero: lowest compared OMol25 entry of this formula, charge and spin) = 19.86 kcal per mole
HOMO (alpha / beta) = -0.5021 / -0.5005 Eh
multiplicity = 2
HOMO-LUMO gap (alpha / beta) = 0.273 / 0.291 Eh
F_max = 0.46 eV/Å
LUMO level (alpha / beta) = -6.235 / -5.709 eV
charge = +2

The geometry in XYZ format:
```
86
C36H41CrN4OP2S | OMol25 | the ωB97M-V functional and the def2-TZVPD basis
C -1.63 -5.12 -2.32
C 0.26 4.48 -0.38
C -0.13 -2.77 4.57
H 4.06 -4.97 -3.37
H 1.68 -3.68 3.89
C -0.66 -2.24 1.90
H 0.07 -2.98 5.62
H -2.97 3.98 -3.39
H -2.02 -1.82 4.97
C 2.16 -2.37 -2.35
H 1.75 0.68 3.49
C 3.65 -4.22 -2.72
H 2.34 -3.40 -4.21
H 0.76 5.02 0.42
O 2.16 -1.35 -0.26
H 1.51 5.29 -1.93
H -4.16 -0.48 -0.88
H 3.67 5.01 -2.05
C 1.20 4.32 -1.57
C -1.17 -3.90 -1.85
H -2.97 -1.25 -1.94
C -3.36 -1.22 -0.92
H -2.83 2.02 2.21
P -0.95 -1.91 0.15
H 1.23 -3.22 1.51
H 0.23 1.69 5.16
C -2.63 -5.57 -0.17
H -2.72 -6.90 -1.85
C -2.16 -4.36 0.30
H 4.51 3.70 -1.26
C -3.89 2.03 -0.18
C -1.83 1.72 2.48
H 0.70 3.84 -2.42
P -1.48 0.63 -0.14
H -1.40 2.31 -2.48
C -2.65 1.81 -0.80
N 2.62 -2.33 -1.09
H -5.12 4.39 -2.26
H -2.36 -4.07 1.33
C -1.39 1.92 3.78
S 0.94 -1.24 -2.80
H -4.18 1.45 0.69
C 0.75 0.97 3.22
C -4.43 3.67 -1.85
C -1.31 -2.12 4.21
C 3.74 5.20 0.10
C 2.70 -3.35 -3.19
N 1.30 1.55 -1.21
C 0.30 0.78 1.92
H 4.84 -4.80 -0.99
C -0.11 1.54 4.15
H 3.40 0.58 -0.17
H -0.07 3.52 0.03
C -2.36 -5.95 -1.48
N -2.33 -0.87 0.08
H -5.73 3.12 -0.23
C 3.66 4.37 -1.17
H 3.68 4.58 0.99
H -2.04 2.39 4.50
H -2.48 -1.34 2.59
C 0.77 -3.16 3.60
Cr 0.74 -0.30 -0.74
N 2.42 3.57 -1.25
H 4.35 1.50 -1.34
C -1.57 -1.85 2.88
H -0.62 5.04 -0.67
H -3.78 -2.19 -0.67
H 4.68 5.75 0.12
C 3.63 1.58 -0.52
H 4.11 2.15 0.28
H 3.83 -2.99 0.45
C -2.33 2.51 -1.96
H -3.20 -6.22 0.48
C -3.22 3.44 -2.48
C 0.52 -2.90 2.27
C 4.09 -4.13 -1.39
H 2.93 5.94 0.15
C 2.39 2.26 -1.01
H 1.05 0.37 1.22
H -1.43 -5.42 -3.34
C 3.56 -3.16 -0.59
H 0.55 2.10 -1.60
H -0.62 -3.24 -2.52
C -0.99 1.13 1.53
C -1.43 -3.51 -0.54
C -4.77 2.96 -0.71
```



Entry 2:
C36H41IN3PTi as an isolated structure, computed with the ωB97M-V functional and the def2-TZVPD basis.

relative energy (zero: lowest compared OMol25 entry of this formula, charge and spin) = 0.00 kcal per mole
HOMO (alpha / beta) = -0.3796 / -0.3902 Eh
multiplicity = 2
HOMO-LUMO gap (alpha / beta) = 0.286 / 0.297 Eh
F_max = 0.64 eV/Å
LUMO level (alpha / beta) = -2.550 / -2.524 eV
charge = +1

The geometry in XYZ format:
```
83
C36H41IN3PTi | OMol25 | the ωB97M-V functional and the def2-TZVPD basis
H -3.69 0.42 -2.31
H -3.19 -1.90 7.50
C 0.73 3.74 4.74
C 0.45 2.40 4.61
H 0.19 4.70 1.53
C 2.60 -0.69 -0.45
H 2.84 -3.74 2.62
H 1.11 -4.76 -1.97
H 4.85 -2.54 3.39
H -4.20 0.44 3.53
H 5.33 -4.31 0.16
C 1.45 -0.70 3.17
H -0.48 2.85 0.13
H 5.66 -2.90 1.17
C 1.81 -2.91 -1.13
C -1.13 -0.55 4.53
H -1.61 1.86 1.06
C 0.66 4.56 3.61
C 0.34 -2.87 2.35
H 4.44 1.10 1.28
H 6.15 -2.92 -0.52
C 3.97 2.01 0.90
H -2.68 0.76 2.70
C 2.77 -2.69 2.88
H 4.60 -0.67 0.39
H 4.81 0.73 -1.41
C 3.17 1.77 -0.38
H 1.71 3.29 0.17
C -3.14 0.00 -1.48
H 3.00 3.86 -0.87
C 2.34 3.02 -0.67
C 2.60 -0.02 3.58
I -5.46 -1.22 0.15
C 4.04 -2.62 -0.22
C 3.82 -0.67 3.65
C -2.60 -1.52 6.67
C 5.37 -3.22 0.17
C -0.55 2.12 0.94
H 0.27 -3.33 -2.57
H 3.21 -4.50 -0.84
N -1.81 0.11 -1.39
C 3.90 -2.01 3.31
C -3.56 -0.70 -0.36
C -0.05 2.69 2.24
P -0.19 0.10 3.13
H 0.52 -1.65 5.38
C -3.16 0.74 3.68
Ti 0.52 0.31 0.66
H 0.76 -1.08 -1.48
N 2.21 0.64 -0.20
H 2.54 1.02 3.85
H -2.26 -1.51 1.27
H 0.51 1.75 5.48
C 3.02 -3.44 -0.73
C -0.53 -1.38 5.47
H -0.02 -2.56 1.36
C 1.63 -1.53 -1.01
C 0.28 4.04 2.39
H 4.70 -0.13 3.98
H 1.01 4.16 5.70
H 0.61 -3.92 2.27
C 4.09 1.53 -1.58
H 3.32 2.40 1.69
C -3.19 -0.69 5.73
H 1.71 2.86 -1.55
H 4.76 2.75 0.73
C 1.54 -2.06 2.79
N -1.32 -0.49 -0.29
C 0.09 1.86 3.37
H 0.89 5.62 3.69
H -0.49 -2.79 3.05
C -2.48 -0.19 4.65
H 3.50 1.28 -2.46
H 4.65 2.44 -1.78
C -1.26 -1.87 6.54
H -0.07 -3.93 -0.95
H -4.24 -0.43 5.83
C 0.73 -3.78 -1.69
C -2.39 -0.98 0.34
H -1.18 0.57 -2.03
H -0.79 -2.52 7.27
C 3.82 -1.27 -0.06
H -3.16 1.76 4.06
```



Entry 3:
C36H41N3OSiSnTe as an isolated structure, computed with the ωB97M-V functional and the def2-TZVPD basis.

relative energy (zero: lowest compared OMol25 entry of this formula, charge and spin) = 1.35 kcal per mole
HOMO = -0.2542 Eh
HOMO-LUMO gap = 0.273 Eh
F_max = 0.54 eV/Å
LUMO level = 0.504 eV

The geometry in XYZ format:
```
84
C36H41N3OSiSnTe | OMol25 | the ωB97M-V functional and the def2-TZVPD basis
C -2.99 -3.85 -0.84
C 0.95 4.99 0.73
C 4.04 0.82 1.92
C -3.94 1.91 0.04
C 2.40 1.37 -1.71
O -1.55 0.60 -0.44
H -3.89 -0.61 -1.30
H 2.71 -4.43 -2.40
C 2.81 -1.69 -0.41
C 4.27 3.38 -1.47
C 3.26 -2.79 -1.14
H -4.78 -2.86 3.10
H -1.45 2.36 -3.14
H -3.23 -5.41 -2.29
H 4.32 -3.03 -1.16
N -3.00 2.24 -1.02
C -3.38 -4.35 -2.08
H 0.29 -3.87 -2.36
H 6.89 0.51 0.16
C 4.31 2.57 -2.60
H -1.61 3.34 0.97
H -3.32 -6.61 4.55
Si 0.81 3.27 1.47
C 5.08 -0.60 -0.15
H -4.94 1.78 -0.39
C -4.11 -2.17 -2.75
C -1.01 3.05 1.83
C -3.18 -5.71 3.96
H -2.55 -4.51 -0.11
H -1.29 3.70 2.67
H 0.78 4.98 -0.35
H -0.29 1.16 -2.53
H 5.45 -1.14 -1.01
H 3.36 3.82 0.40
H -3.63 0.99 0.53
H 3.37 0.89 -3.56
C 2.33 2.19 -0.58
H 5.05 2.72 -3.37
H -0.50 -1.98 -1.03
H -3.97 2.70 0.79
C -0.92 2.00 -2.26
Te -2.51 -1.68 1.28
C 5.35 1.05 1.56
H -1.28 2.02 2.10
H 2.71 3.61 3.07
H 5.93 1.79 2.09
H -4.23 -3.92 -4.00
H 1.62 2.32 3.61
H 3.57 1.36 2.72
H -4.11 3.96 -1.32
C 0.56 -2.19 -1.04
C -3.74 -1.67 -1.51
C -4.17 -4.75 3.91
H -3.58 3.20 -2.82
N 1.37 2.00 0.42
C -3.29 3.44 -1.80
C 1.01 -3.27 -1.80
H -5.09 -4.89 4.46
H -0.26 2.80 -1.90
Sn 0.82 0.04 1.19
C 3.36 1.56 -2.70
C -1.81 -4.38 2.50
C 2.36 -3.58 -1.84
H -0.88 -4.23 1.97
H -1.21 -6.28 3.30
C -1.99 -5.53 3.25
C 1.44 -1.39 -0.33
C 5.87 0.33 0.49
H 1.15 4.01 3.79
H 5.01 4.17 -1.35
H 1.69 0.57 -1.82
C -3.94 -3.52 -3.04
C -1.84 1.56 -1.16
C 3.77 -0.79 0.28
C -2.82 -3.41 2.43
N 3.27 -0.08 1.29
C -3.99 -3.60 3.15
C 1.66 3.30 3.13
H 1.91 5.47 0.91
H 0.18 5.61 1.20
H -4.56 -1.52 -3.49
C -3.17 -2.50 -0.55
C 3.32 3.19 -0.49
H -2.43 4.11 -1.83
```



What did the first record say?
C36H41CrN4OP2S as an isolated structure, computed with the ωB97M-V functional and the def2-TZVPD basis.

relative energy (zero: lowest compared OMol25 entry of this formula, charge and spin) = 19.86 kcal per mole
HOMO (alpha / beta) = -0.5021 / -0.5005 Eh
multiplicity = 2
HOMO-LUMO gap (alpha / beta) = 0.273 / 0.291 Eh
F_max = 0.46 eV/Å
LUMO level (alpha / beta) = -6.235 / -5.709 eV
charge = +2

The geometry in XYZ format:
```
86
C36H41CrN4OP2S | OMol25 | the ωB97M-V functional and the def2-TZVPD basis
C -1.63 -5.12 -2.32
C 0.26 4.48 -0.38
C -0.13 -2.77 4.57
H 4.06 -4.97 -3.37
H 1.68 -3.68 3.89
C -0.66 -2.24 1.90
H 0.07 -2.98 5.62
H -2.97 3.98 -3.39
H -2.02 -1.82 4.97
C 2.16 -2.37 -2.35
H 1.75 0.68 3.49
C 3.65 -4.22 -2.72
H 2.34 -3.40 -4.21
H 0.76 5.02 0.42
O 2.16 -1.35 -0.26
H 1.51 5.29 -1.93
H -4.16 -0.48 -0.88
H 3.67 5.01 -2.05
C 1.20 4.32 -1.57
C -1.17 -3.90 -1.85
H -2.97 -1.25 -1.94
C -3.36 -1.22 -0.92
H -2.83 2.02 2.21
P -0.95 -1.91 0.15
H 1.23 -3.22 1.51
H 0.23 1.69 5.16
C -2.63 -5.57 -0.17
H -2.72 -6.90 -1.85
C -2.16 -4.36 0.30
H 4.51 3.70 -1.26
C -3.89 2.03 -0.18
C -1.83 1.72 2.48
H 0.70 3.84 -2.42
P -1.48 0.63 -0.14
H -1.40 2.31 -2.48
C -2.65 1.81 -0.80
N 2.62 -2.33 -1.09
H -5.12 4.39 -2.26
H -2.36 -4.07 1.33
C -1.39 1.92 3.78
S 0.94 -1.24 -2.80
H -4.18 1.45 0.69
C 0.75 0.97 3.22
C -4.43 3.67 -1.85
C -1.31 -2.12 4.21
C 3.74 5.20 0.10
C 2.70 -3.35 -3.19
N 1.30 1.55 -1.21
C 0.30 0.78 1.92
H 4.84 -4.80 -0.99
C -0.11 1.54 4.15
H 3.40 0.58 -0.17
H -0.07 3.52 0.03
C -2.36 -5.95 -1.48
N -2.33 -0.87 0.08
H -5.73 3.12 -0.23
C 3.66 4.37 -1.17
H 3.68 4.58 0.99
H -2.04 2.39 4.50
H -2.48 -1.34 2.59
C 0.77 -3.16 3.60
Cr 0.74 -0.30 -0.74
N 2.42 3.57 -1.25
H 4.35 1.50 -1.34
C -1.57 -1.85 2.88
H -0.62 5.04 -0.67
H -3.78 -2.19 -0.67
H 4.68 5.75 0.12
C 3.63 1.58 -0.52
H 4.11 2.15 0.28
H 3.83 -2.99 0.45
C -2.33 2.51 -1.96
H -3.20 -6.22 0.48
C -3.22 3.44 -2.48
C 0.52 -2.90 2.27
C 4.09 -4.13 -1.39
H 2.93 5.94 0.15
C 2.39 2.26 -1.01
H 1.05 0.37 1.22
H -1.43 -5.42 -3.34
C 3.56 -3.16 -0.59
H 0.55 2.10 -1.60
H -0.62 -3.24 -2.52
C -0.99 1.13 1.53
C -1.43 -3.51 -0.54
C -4.77 2.96 -0.71
```



Question: Which formula does entry 3 have?
Answer: C36H41N3OSiSnTe